Entry from the OMol25 dataset: a molecular structure, C30H34BN2O4PS2Tc at a distorted geometry (wB97M-V/def2-TZVPD).

Properties
HOMO-LUMO gap (alpha / beta) (eV): 7.20 / 6.37
Charge: +2
Relative energy (zero: lowest compared OMol25 entry of this formula, charge and spin) (kJ/mol): 0.0
E_HOMO (alpha / beta) (eV): -14.04 / -14.05
2S+1: 4
⟨S²⟩: 3.78

Geometry (Å):
1 Tc 0.710277 0.598166 -0.093626
2 O -3.854896 5.319997 2.053964
3 C -2.757032 5.752846 1.293228
4 C -1.909120 4.562721 0.955859
5 C -0.770888 4.701231 0.164464
6 C -0.013852 3.590828 -0.123418
7 N -0.336576 2.372744 0.337856
8 C -1.444668 2.220220 1.097983
9 C -2.242701 3.295820 1.424744
10 C -1.711764 0.831059 1.519339
11 C -2.792410 0.443418 2.276581
12 C -2.959389 -0.898640 2.618717
13 C -4.164613 -1.297626 3.438431
14 O -5.324695 -0.661896 2.952159
15 C -2.008474 -1.810838 2.184738
16 C -0.942273 -1.372572 1.426451
17 N -0.799318 -0.082678 1.101807
18 H -4.399054 6.073730 2.302222
19 H -2.134337 6.471863 1.839586
20 H -3.066669 6.231993 0.356592
21 H -0.471396 5.665038 -0.224310
22 H 0.876768 3.657248 -0.736126
23 H -3.125167 3.181802 2.035085
24 H -3.528559 1.165570 2.599312
25 H -4.011496 -0.943566 4.461601
26 H -4.256211 -2.384328 3.479991
27 H -5.797671 -1.247740 2.353293
28 H -2.085024 -2.862799 2.423321
29 H -0.184683 -2.054361 1.061323
30 S 2.692136 0.926242 1.511356
31 P 3.226101 -0.850939 0.717491
32 S 2.095041 -1.029713 -0.997481
33 C 4.943788 -1.034860 0.265088
34 C 5.863549 -0.980776 1.316685
35 C 7.211800 -1.134400 1.051941
36 C 7.640601 -1.342243 -0.253993
37 C 6.726169 -1.394557 -1.295631
38 C 5.371625 -1.237815 -1.042501
39 C 2.821832 -2.246351 1.769455
40 C 2.490953 -2.043676 3.108066
41 C 2.284595 -3.139435 3.934783
42 C 2.405297 -4.423388 3.424162
43 C 2.727689 -4.623014 2.085609
44 C 2.944128 -3.537702 1.255557
45 H 5.530155 -0.817946 2.335799
46 H 7.927809 -1.094669 1.860964
47 H 8.695781 -1.461206 -0.459346
48 H 7.065839 -1.556065 -2.309194
49 H 4.665967 -1.273751 -1.861877
50 H 2.403116 -1.036926 3.497868
51 H 2.041194 -2.989426 4.977795
52 H 2.260058 -5.276280 4.073519
53 H 2.822738 -5.626320 1.694051
54 H 3.213975 -3.695600 0.217811
55 C -1.684916 -1.802986 -3.681970
56 C -2.220022 -0.486750 -3.145589
57 C -3.730819 -0.452021 -3.200586
58 O -1.803790 -0.430121 -1.722526
59 B -0.670550 0.302623 -1.718497
60 O -0.352522 0.958291 -2.856332
61 C -1.516803 0.769727 -3.760630
62 C -2.337843 2.042026 -3.650108
63 C -0.999777 0.576113 -5.168202
64 H -2.051874 -2.613529 -3.053363
65 H -0.594392 -1.828418 -3.672377
66 H -2.027634 -1.978624 -4.700718
67 H -4.132397 -1.356669 -2.745540
68 H -4.067466 -0.420596 -4.237571
69 H -4.138105 0.409074 -2.675919
70 H -2.721831 2.185223 -2.638199
71 H -3.180137 2.023570 -4.340644
72 H -1.706953 2.892462 -3.906452
73 H -0.264952 -0.222847 -5.225183
74 H -0.536546 1.496896 -5.519854
75 H -1.826716 0.338120 -5.838882

Atoms 1-2, force components in eV/Å:
0.19 0.11 0.98
0.01 -0.02 0.00